No. 1
# C54H52NOP2SW

A structure of composition C54H52NOP2SW (ωB97M-V with the def2-TZVPD basis set, the OMol25 dataset).

E_tot = -91593.8796 eV
net charge = +3
gap between HOMO and LUMO (alpha / beta) = 5.5 / 5.5 eV

Atoms and positions in Å:
W: 0.63942 -0.10552 0.40733
O: 1.35531 0.68756 -1.44005
S: 2.56435 0.99713 -0.49195
C: 2.17142 2.52724 0.28628
C: 3.27980 3.23710 0.74222
C: 3.08694 4.37424 1.51518
C: 1.79846 4.77926 1.83377
C: 0.69338 4.06809 1.38638
C: 0.84799 2.92772 0.59452
P: -0.61522 2.12963 -0.17779
C: -0.75854 2.87121 -1.81116
C: -1.08819 4.23284 -1.81202
C: -1.18563 4.91913 -3.00801
C: -0.96127 4.25354 -4.20664
C: -0.64050 2.90447 -4.20573
C: -0.52905 2.20915 -3.01152
C: -2.10408 2.56350 0.72074
C: -3.28516 2.68169 -0.01824
C: -4.48868 2.89126 0.63333
C: -4.52666 2.98108 2.01686
C: -3.35698 2.85786 2.75656
C: -2.15103 2.64364 2.11334
C: 1.93699 -1.79991 -0.08114
C: 3.30326 -2.03851 0.13393
C: 3.81725 -3.30362 -0.10385
C: 3.00537 -4.36246 -0.51852
C: 1.65813 -4.15515 -0.74799
C: 1.17195 -2.86642 -0.54553
P: -0.38434 -2.10332 -0.81426
C: -1.74139 -3.10401 -0.23313
C: -1.82730 -3.46593 1.11428
C: -2.79314 -4.36831 1.51799
C: -3.66910 -4.91388 0.58304
C: -3.57779 -4.56676 -0.75466
C: -2.61866 -3.65509 -1.17309
C: -0.65853 -1.63664 -2.51169
C: 0.26578 -1.95942 -3.50362
C: -0.01588 -1.63415 -4.82092
C: -1.20888 -1.00209 -5.14443
C: -2.13096 -0.67939 -4.15448
C: -1.85535 -0.98978 -2.83461
H: 4.28053 2.91244 0.48554
H: 3.93813 4.94937 1.85150
H: 1.64741 5.67628 2.41942
H: -0.29703 4.43004 1.62521
H: -1.28203 4.76022 -0.88614
H: -1.44108 5.96923 -3.00609
H: -1.03717 4.79089 -5.14169
H: -0.46730 2.38800 -5.13930
H: -0.27159 1.16158 -3.03311
H: -3.26874 2.62841 -1.09899
H: -5.39788 2.99719 0.05731
H: -5.46672 3.15815 2.52073
H: -3.38594 2.93374 3.83465
H: -1.25365 2.53079 2.70411
H: 3.97393 -1.26544 0.49229
H: 4.87325 -3.48345 0.04896
H: 3.44053 -5.34115 -0.66432
H: 1.01506 -4.96131 -1.07474
H: -1.13586 -3.06142 1.84205
H: -2.86210 -4.65442 2.55805
H: -4.42084 -5.62278 0.90164
H: -4.25136 -5.00452 -1.47806
H: -2.55695 -3.38592 -2.21815
H: 1.19058 -2.46557 -3.25772
H: 0.68814 -1.89105 -5.59950
H: -1.42639 -0.76934 -6.17749
H: -3.06161 -0.19520 -4.41382
H: -2.59001 -0.76508 -2.06840
C: -4.85338 -0.56265 0.01161
C: -3.98691 -0.58168 1.23137
C: -4.52558 -0.81884 2.49425
C: -3.72732 -0.88170 3.62797
C: -4.31999 -1.13915 4.98093
C: -2.35040 -0.71282 3.49633
C: -1.78198 -0.48203 2.24244
C: -2.61886 -0.39986 1.12796
N: -0.37575 -0.34606 2.03206
C: 0.60125 -0.32897 3.18806
C: 1.95444 -0.10133 2.53085
C: 3.11233 -0.11346 3.56994
C: 3.11235 -1.46310 4.28512
C: 1.75233 -1.68192 4.95026
C: 1.45928 -0.55708 5.94679
C: 1.48085 0.79496 5.23126
C: 2.84380 1.01305 4.56922
C: 0.38418 0.84226 4.15281
C: 0.66526 -1.70676 3.86943
H: -5.83872 -0.15358 0.22627
H: -4.99362 -1.57760 -0.36676
H: -4.40676 0.03487 -0.78383
H: -5.59536 -0.95225 2.59614
H: -5.40360 -1.04904 4.95886
H: -3.93731 -0.43501 5.71900
H: -4.07712 -2.14427 5.32701
H: -1.75433 -0.77100 4.38752
H: -2.21046 -0.17330 0.14856
H: 2.00720 0.89611 2.06308
H: 2.18287 -0.92709 1.82823
H: 4.05424 0.04844 3.04076
H: 3.90797 -1.46823 5.03130
H: 3.32622 -2.27328 3.58150
H: 1.74903 -2.64340 5.46433
H: 2.20514 -0.56422 6.74284
H: 0.48973 -0.71693 6.42495
H: 1.28759 1.59642 5.94568
H: 3.63613 1.01246 5.31929
H: 2.87334 1.98777 4.07103
H: 0.48734 1.77677 3.58843
H: -0.60431 0.83798 4.60067
H: -0.28921 -2.00284 4.29235
H: 0.92290 -2.45392 3.10609

No. 2
# C31H22N6O8PtS3

A structure of composition C31H22N6O8PtS3 (ωB97M-V with the def2-TZVPD basis set, the OMol25 dataset).

E_tot = -93568.1402 eV
2S+1 = 5
gap between HOMO and LUMO (alpha / beta) = 6.9 / 4.9 eV
energy relative to the best compared isomer or geometry (same formula, charge and spin) = 0.000 eV

Atoms and positions in Å:
Pt: -2.09787 0.49085 -0.56408
O: -0.67806 1.89482 0.44577
C: -1.18382 2.77915 1.25459
C: -0.48840 3.12579 2.44806
C: -0.99039 4.02593 3.35366
C: -2.20742 4.68517 3.13214
C: -2.87770 4.42230 1.96725
C: -2.41099 3.47784 1.03360
C: -3.12179 3.37865 -0.21035
N: -2.99675 2.42262 -1.04634
C: -3.54908 2.51836 -2.38293
C: -2.48551 1.96375 -3.32868
N: -2.18302 0.62540 -2.85463
C: -1.99410 -0.34070 -3.65168
C: -1.90219 -1.72533 -3.19448
C: -1.17507 -2.63771 -3.92230
C: -1.08506 -3.97372 -3.52327
C: -1.78264 -4.43635 -2.39422
C: -2.57072 -3.58439 -1.68063
C: -2.67395 -2.18291 -2.03148
O: -3.40454 -1.42995 -1.36508
H: 0.46300 2.65460 2.63494
H: -0.42502 4.23435 4.25451
H: -2.59045 5.39770 3.84873
H: -3.80193 4.94549 1.74468
H: -3.77438 4.21940 -0.46843
H: -3.78924 3.55206 -2.64471
H: -4.45567 1.91146 -2.45515
H: -1.58483 2.57382 -3.25832
H: -2.83560 1.95229 -4.36424
H: -1.92710 -0.17068 -4.73145
H: -0.63978 -2.30861 -4.80557
H: -0.47001 -4.65811 -4.09167
H: -1.68430 -5.47037 -2.09298
H: -3.11102 -3.89274 -0.79679
S: 0.33620 -0.05348 6.19925
C: -0.40921 -0.15410 4.75365
S: -2.11336 0.01237 4.48579
C: -1.86708 -0.05510 2.76022
N: -0.59008 -0.25504 2.43372
N: 0.17940 -0.32577 3.50222
C: 1.59756 -0.46772 3.29172
C: 2.32067 -1.38351 4.03823
C: 3.68598 -1.48500 3.82694
C: 4.31377 -0.67187 2.89416
C: 3.56873 0.22418 2.14169
C: 2.19762 0.31822 2.31986
S: -3.10829 0.14756 1.66291
H: 1.82447 -2.01084 4.76319
H: 4.26079 -2.20347 4.39538
H: 5.38237 -0.75031 2.74146
H: 4.05152 0.84866 1.40153
H: 1.59320 0.96685 1.70205
O: 0.21014 -3.03479 0.66007
C: 0.11058 -2.02857 -0.03592
O: -0.99554 -1.43858 -0.27440
C: 1.40226 -1.57427 -0.71648
C: 1.49697 -0.49686 -1.58302
C: 2.72029 -0.20772 -2.16907
C: 3.86777 -0.93124 -1.91964
C: 3.73785 -1.99534 -1.04925
C: 2.54002 -2.33310 -0.45528
N: 4.94482 -2.78477 -0.73027
O: 5.98623 -2.45295 -1.26102
O: 4.82279 -3.71157 0.04118
N: 2.81370 0.91304 -3.12294
O: 3.89579 1.14655 -3.61870
O: 1.79150 1.51910 -3.38043
H: 0.63994 0.12341 -1.80008
H: 4.81101 -0.68378 -2.37918
H: 2.46498 -3.17040 0.22201

No. 3
# C7H13O3P

The ion C7H13O3P with charge -2 (ωB97M-V with the def2-TZVPD basis set, the OMol25 dataset).

E_tot = -22898.7318 eV
net charge = -2
gap between HOMO and LUMO = 6.0 eV
energy relative to the best compared isomer or geometry (same formula, charge and spin) = 0.000 eV

Atoms and positions in Å:
C: -1.42538 0.90772 0.99192
C: -0.58313 -0.30194 1.26718
C: -0.58226 1.83399 0.22623
C: 0.00775 -0.84843 0.07243
C: 0.99829 0.14437 -0.46306
C: 0.76143 -2.15777 0.36689
C: 1.07032 0.12957 -1.92114
O: 2.47623 0.41061 1.71492
O: 3.48434 -0.81326 -0.20385
O: 3.16395 1.69396 -0.38728
P: 2.71618 0.41407 0.28170
H: -2.33684 0.55878 0.39948
H: -1.76886 1.24042 1.92917
H: 0.26163 0.19748 1.65218
H: -1.09293 -1.08658 1.93062
H: -1.05639 2.33491 -0.66400
H: -0.08960 2.47002 0.81963
H: -0.77617 -1.19546 -0.73115
H: 0.34828 -2.62744 1.27848
H: 1.92424 -1.94165 0.38868
H: 0.73454 -2.96395 -0.45276
H: 1.42326 -0.86779 -2.20721
H: 1.68056 1.02828 -2.22037
H: 0.05152 0.39071 -2.43762

No. 4
# C3H12O3

A cluster of 3 separate species, C3H12O3 in total (ωB97M-V with the def2-TZVPD basis set, the OMol25 dataset).

E_tot = -9443.8396 eV
gap between HOMO and LUMO = 9.4 eV
energy relative to the best compared isomer or geometry (same formula, charge and spin) = 4.187 eV

Atoms and positions in Å:
C: 0.27063 1.53090 3.11371
O: 0.04468 0.22089 2.81585
H: 0.45239 1.86050 4.08236
H: -0.68717 2.06767 2.65426
H: 0.84666 1.93022 2.33725
H: -0.12647 0.27214 1.78630
C: 0.94677 -1.98132 -2.50131
O: 0.31392 -0.76625 -2.72379
H: 0.92176 -2.80210 -3.23952
H: 0.58639 -2.65298 -1.61836
H: 1.97030 -1.86974 -2.37240
H: 0.14077 -0.59515 -3.52723
C: -1.22689 0.69825 0.01761
O: -0.00153 -0.03074 0.07972
H: -1.69426 0.98503 -1.15374
H: -1.01044 1.54605 0.69563
H: -1.94604 0.08146 0.37508
H: 0.19855 -0.49483 -0.82142

No. 5
# C4H4O2

An isolated molecule of C4H4O2 (ωB97M-V with the def2-TZVPD basis set, the OMol25 dataset).

E_tot = -8305.1095 eV
gap between HOMO and LUMO = 11.0 eV
energy relative to the best compared isomer or geometry (same formula, charge and spin) = 1.968 eV

Atoms and positions in Å:
O: -0.47338 1.64926 0.14289
C: -0.16496 0.32338 0.44135
C: -1.23151 -0.60955 -0.12605
O: -2.21310 -0.16040 -0.66985
C: 1.16750 -0.09245 -0.03101
C: 2.27155 -0.45574 -0.34299
H: -1.31360 1.61704 -0.34829
H: -0.17862 0.16524 1.53372
H: -1.06946 -1.69386 0.00163
H: 3.25875 -0.77196 -0.60136

No. 6
# C8H14N2PSSn

A structure of composition C8H14N2PSSn (ωB97M-V with the def2-TZVPD basis set, the OMol25 dataset).

E_tot = -37446.5625 eV
net charge = +1
gap between HOMO and LUMO (alpha / beta) = 3.9 / 4.0 eV
energy relative to the best compared isomer or geometry (same formula, charge and spin) = 2.629 eV

Atoms and positions in Å:
C: 0.31525 -0.34945 -3.99675
C: -0.78166 -1.20637 -4.36323
C: -0.54814 -2.47746 -3.76024
C: 0.72877 -2.44488 -3.11690
C: 1.19704 -1.11320 -3.16701
Sn: 0.26642 0.48222 0.18760
P: -0.76348 3.18178 -0.46274
H: 0.43144 0.68526 -4.22161
H: -1.69012 -0.94766 -4.93131
H: -1.26850 -3.33553 -3.74861
H: 2.04549 -0.71401 -2.66826
H: 1.18798 -3.33360 -2.66493
H: -1.85374 3.49675 0.48069
H: -1.15347 3.35611 -1.82390
H: 0.44664 3.95432 -0.15248
S: 0.63106 -1.91343 0.99316
C: 0.30597 -0.99888 2.37775
N: 1.25743 -0.44420 3.18021
C: 0.73331 0.69914 3.94136
C: -0.75731 0.66309 3.67216
N: -0.87551 -0.37415 2.65466
H: 2.22910 -0.44338 2.88026
H: 1.20251 1.65831 3.63933
H: 0.95763 0.51970 5.00198
H: -1.18488 1.62987 3.34418
H: -1.30002 0.32615 4.56246
H: -1.75920 -0.55650 2.16217

No. 7
# C2H5O3S

A cluster of 2 separate species, C2H5O3S in total (ωB97M-V with the def2-TZVPD basis set, the OMol25 dataset).

E_tot = -19132.3786 eV
net charge = -1
gap between HOMO and LUMO (alpha / beta) = 6.5 / 6.5 eV
energy relative to the best compared isomer or geometry (same formula, charge and spin) = 1.284 eV

Atoms and positions in Å:
C: 1.14403 -0.66781 0.01781
C: 0.46604 0.54804 -0.59034
O: -1.92418 0.90749 0.76522
O: 0.40963 1.69137 0.15261
O: -2.27143 -1.58463 0.36575
S: -1.82378 -0.23418 -0.22303
H: 0.73108 -1.57707 -0.42254
H: 2.23679 -0.70598 -0.10086
H: 0.92081 -0.69023 1.08421
H: 0.59851 0.68322 -1.66151
H: -0.48750 1.62978 0.61268

No. 8
# C4H13N3O

A cluster of 2 separate species, C4H13N3O in total (ωB97M-V with the def2-TZVPD basis set, the OMol25 dataset).

E_tot = -10874.5346 eV
gap between HOMO and LUMO = 10.3 eV
energy relative to the best compared isomer or geometry (same formula, charge and spin) = 3.143 eV

Atoms and positions in Å:
C: 0.01547 -0.93462 -0.32584
C: -1.00457 0.80424 -1.60964
C: -0.75689 -1.28758 0.94782
C: 0.84254 -2.12221 -0.81100
O: -0.88683 -0.57008 -1.36868
H: -1.66674 0.90401 -2.46765
H: -0.03522 1.26227 -1.84488
H: -0.06590 -1.48018 1.76397
H: -1.36144 -2.17521 0.77656
H: -1.42343 -0.47268 1.22318
H: 1.39745 -1.85030 -1.70503
H: 0.18501 -2.95352 -1.05345
H: 1.54230 -2.43181 -0.03974
N: 0.81583 2.43403 0.84086
N: 1.70879 1.56511 0.65594
N: -0.08951 2.11571 1.74256
H: -1.44176 1.33946 -0.75742
H: 2.35108 1.91020 -0.06033
H: 0.69625 -0.09858 -0.11388
H: -0.79316 2.79927 1.94474
H: -0.02928 1.24246 2.26190